{
  "formula": "C3H9N3",
  "method": "ωB97M-V/def2-TZVPD",
  "smiles": "C/N=N/N(C)C",
  "relative_energy_ev": 3.411,
  "total_energy_ev": -7724.16342,
  "multiplicity": 1,
  "homo_ev": -8.289,
  "gap_ev": 9.33,
  "elements": ["C", "C", "C", "N", "N", "N", "H", "H", "H", "H", "H", "H", "H", "H", "H"],
  "xyz": [[0.39738, -2.37939, 1.31494], [-0.99031, 1.27231, 0.24600], [0.60273, 1.06077, -1.64934], [-0.25911, -1.11376, 1.06141], [0.47765, -0.56651, 0.10452], [-0.00799, 0.60330, -0.41069], [0.49553, -2.65696, 2.34508], [1.38080, -2.15648, 0.84762], [-0.27635, -3.12119, 0.78307], [-1.97293, 1.27965, -0.24811], [-1.02596, 1.02214, 1.37351], [-0.72283, 2.28121, 0.05071], [-0.05418, 0.86138, -2.52522], [0.70206, 2.10925, -1.43591], [1.55533, 0.60172, -1.71342]],
  "atomic_forces_ev_per_a": [[-0.1, -0.1, -1.4], [-2.2, 1.7, 1.8], [-1.6, 0.1, 1.1], [2.0, 2.4, -2.9], [-3.1, -0.1, 1.4], [2.7, -4.4, 0.1], [-0.1, 0.1, 0.6], [-0.3, -1.7, 0.3], [1.3, 0.3, 0.6], [-0.3, -0.9, 0.4], [-0.1, 0.4, -2.0], [0.2, 1.6, 0.7], [0.6, 0.2, 0.4], [0.3, 0.8, -0.8], [0.8, -0.5, -0.4]]
}